Here is the molecule C3H6N4OS from OMol25. Energies are from wB97M-V/def2-TZVPD.

Its SMILES is C[C@@H](O)n1nnnc1S. As for the relative energy (zero: lowest compared OMol25 entry of this formula, charge and spin): 2.2 kcal per mole. The HOMO-LUMO gap comes out at 10.08 eV. Its charge is 0.

```
15
C3H6N4OS wB97M-V/def2-TZVPD
N -0.6206 0.0703 -0.5464
N -0.0832 -0.2581 -2.6420
H 1.8943 1.7189 -2.3647
H -0.1734 -1.2756 2.5384
C 0.2064 -0.8553 1.5683
C 0.3716 0.2279 -1.4799
C -0.6841 0.1780 0.9165
S 1.8854 1.0023 -1.1758
H -1.6731 -0.0091 1.0297
N -1.6332 -0.5343 -1.2218
H 0.6276 1.2719 1.5086
H 1.1399 -0.5524 1.9395
O -0.3064 1.4631 1.3400
N -1.2833 -0.6796 -2.4281
H 0.3322 -1.7681 1.0177
```



Here is a structure of composition C13H17BN2O9Pb2 from OMol25. Energies are from wB97M-V/def2-TZVPD.

As for the relative energy (zero: lowest compared OMol25 entry of this formula, charge and spin): 15.7 kcal per mole. The HOMO-LUMO gap comes out at 1.55 eV. Its charge is +2.

```
44
C13H17BN2O9Pb2 wB97M-V/def2-TZVPD
C -0.6080 2.8342 2.0617
H 0.9018 4.4015 2.3509
C -0.6395 1.2818 2.0106
H 1.5104 2.9215 1.7448
H -0.9110 3.3462 1.1501
O 0.8311 -0.3507 -2.7353
H -1.2484 -4.7198 3.8032
H 1.1973 -2.2737 4.3261
O -0.4264 2.0773 -1.6431
C -1.5104 -1.3492 -0.5214
C 1.2603 -3.2149 3.7807
H -2.3539 -0.8615 -0.0198
H -0.7746 -0.5995 -0.8175
H -1.5029 -2.9833 4.0936
H -1.6137 0.8081 1.8791
C 1.9183 3.5255 -6.4128
C 0.7855 3.3227 2.4624
O -0.1148 2.8791 -3.7043
Pb -0.0861 -3.6808 -2.6162
B 0.6233 2.4105 -4.8785
C 0.5702 3.0849 -7.0466
C 1.4663 -4.3877 4.6636
O 2.7531 4.1213 -7.0084
C 0.1441 -3.4359 2.7586
H -1.1520 -1.8295 0.4002
O -0.1317 2.5104 -6.0935
H -2.0600 -3.7378 2.6283
C -0.0192 1.9696 -2.7705
H 0.0288 0.9775 1.2043
C -1.2348 -3.7292 3.3457
H 1.1761 3.0886 3.4518
Pb -3.9685 -3.3567 -2.2587
H 2.2234 -3.1318 3.2699
O -1.8306 -2.2610 -1.5392
N 1.6764 -5.3371 5.2715
C 0.6768 0.7088 -3.2940
N 0.2680 0.1846 4.2250
O 1.8629 3.2194 -5.1391
H -1.2202 3.3150 2.8292
H 0.5208 -4.1210 1.9950
H 0.0391 -2.4738 2.2429
O 0.9110 0.9643 -4.5564
C -0.1527 0.6849 3.2818
O 0.2142 3.1970 -8.1757
```



Here is a cluster of 2 separate species, C40H42F6N2O4 in total from OMol25. Energies are from wB97M-V/def2-TZVPD.

As for the relative energy (zero: lowest compared OMol25 entry of this formula, charge and spin): 5.2 kcal per mole. The HOMO-LUMO gap comes out at 3.63 eV. Its charge is 0.

```
94
C40H42F6N2O4 wB97M-V/def2-TZVPD
C -0.1513 8.2884 7.7312
H -4.7227 1.7992 1.7612
H 4.4492 -0.2762 0.9794
C -2.8951 0.9410 6.4460
C -4.9916 1.4674 7.6515
C -1.9246 5.0427 5.5038
H 2.4408 6.9949 5.9224
H -0.9250 0.5428 5.6280
H 1.3114 -1.2368 1.9747
C -1.5933 -3.9612 3.6227
H -1.2450 8.2657 7.7444
H -8.2929 2.1415 7.1616
C -3.8221 1.1805 1.7743
H -1.6084 -4.6803 2.7942
H -7.2607 -0.8553 10.0694
N -6.8413 -0.0715 7.5808
C 0.5234 7.4822 6.7905
H 1.1821 4.8933 6.9118
H 0.4857 -3.4846 3.3092
H -0.4988 -2.6219 1.3332
H -3.3636 2.8101 7.5403
C 1.9271 7.5630 6.7005
C 2.6374 8.3949 7.5670
H 0.0244 -0.2810 1.2670
O -1.8157 0.6846 2.9710
C -7.8751 0.0073 9.7967
C 0.3693 0.1095 3.3090
N -0.2347 6.7898 5.8048
C 0.5667 9.0915 8.6149
H -2.7592 -1.1060 5.7529
H -8.4121 -1.4428 7.5048
H -10.4226 1.9752 10.9270
H -0.6907 8.6872 5.0459
C -8.8547 0.5071 10.6547
H -1.4544 -4.5210 4.5529
C -2.9230 1.6102 2.9031
H -6.8194 -2.0926 6.9189
C -7.8894 -0.8652 5.5584
H -1.6827 -1.6326 2.2124
H -4.1157 0.1316 1.9002
H 4.1423 1.2307 2.9300
C 1.7240 0.4596 3.7597
C 4.7622 -0.6036 1.9760
O 2.6310 -0.1950 2.9762
H -1.8752 7.3789 4.5835
C 4.0269 0.1492 3.0658
H -9.0039 0.0366 11.6255
F -0.5645 8.1059 2.4240
C -0.0654 7.4191 3.4866
H -3.2866 1.3008 0.8251
H -3.2279 3.3868 5.1998
C -5.5046 0.1810 7.3612
C 0.2489 4.5234 6.4710
C -8.4560 1.6996 8.1474
H -3.4322 1.5448 3.8688
C -9.4570 2.1713 8.9986
F -0.0428 6.0862 3.1608
C -0.6552 5.4814 5.9512
C -3.7276 1.8183 7.2370
H -4.9592 -1.7958 6.6556
F -8.3528 -1.9177 4.8313
H 3.7229 8.4634 7.4845
H -2.5715 -3.4661 3.6626
C -7.6546 0.6071 8.5390
C -9.6452 1.5970 10.2603
C -1.6422 1.3198 5.8745
F 1.2494 7.7988 3.6558
H 5.8353 -0.4188 2.0581
H 0.7195 2.4287 6.6541
O 2.0364 1.1714 4.7035
O -0.3208 2.4264 3.0965
H 4.3978 -0.1408 4.0544
C -0.5684 1.2240 3.1569
C -0.4606 -2.9455 3.4535
C -1.2713 2.7047 5.8710
H -2.5251 2.6227 2.7733
C 0.3014 -0.8629 2.1627
C -0.8294 7.6390 4.7623
C -7.4890 -1.2296 6.9590
H -2.6787 5.7701 5.2086
H -10.0982 2.9909 8.6712
F -6.8371 -0.3100 4.8673
H -5.6558 2.1666 8.1814
C 1.9680 9.1426 8.5442
C -4.6352 -0.7621 6.7452
C -3.3920 -0.3862 6.2745
F -8.8747 0.0985 5.5867
H 0.0314 9.6819 9.3595
H 2.5282 9.7789 9.2338
H -0.3402 -2.3420 4.3612
C -0.0192 3.1736 6.3488
H 4.6112 -1.6869 2.0398
C -2.2235 3.6947 5.4926
C -0.6644 -2.0331 2.2486
```



Here is a cluster of 6 separate species, C30H42F15N2O11S in total from OMol25. Energies are from wB97M-V/def2-TZVPD.

The HOMO-LUMO gap (spin up / spin down) comes out at 8.34 / 8.88 eV. Its spin multiplicity is 2. Its expectation value of S² is 0.75. Its charge is 0.

```
101
C30H42F15N2O11S wB97M-V/def2-TZVPD
C -4.4698 2.1896 -0.2759
F 5.0753 -5.6896 -8.4223
C 4.5083 -5.0951 -6.1665
N -4.4599 2.7911 2.1877
H 3.7454 -2.7757 -5.3602
H -3.2860 4.7121 -0.6356
C 5.0544 -3.2833 -3.6983
O 6.1012 3.3506 -4.0925
O -8.1276 -1.6982 3.9665
H 2.3180 3.7830 -3.5291
H 3.7140 -0.1140 1.1480
H 5.3462 -2.0418 -5.4260
C 4.0492 3.2818 -2.3373
H -2.9453 5.4374 3.2396
C -6.4953 -2.8725 5.2487
F 7.5882 -5.0012 1.8255
F -5.5393 -2.3968 4.3994
O -8.4001 -1.6880 6.2456
H -0.7961 -3.8028 -3.4298
C 3.2028 4.2744 -3.1123
H -1.6442 2.8693 4.5496
F 5.4834 -5.4075 2.2277
H -1.5773 3.0442 -0.0463
C -3.7062 3.1837 3.4356
H 3.7619 -1.6882 0.3291
F 2.0003 0.5051 -0.9929
C 5.4462 2.3148 -4.0065
C -9.3371 -0.9365 3.8262
C 3.9644 -1.1712 1.2722
O -5.7153 3.2945 2.1874
H 3.4758 2.8983 -1.4866
H -8.2663 0.8886 3.3890
H -4.0531 2.4208 -1.3484
H -2.1595 1.4258 0.8158
O 5.9961 -3.0735 -0.2990
F 6.4729 -6.3045 -6.8648
O 3.4061 -5.2166 -5.6376
H 6.0991 -0.9241 0.9336
F -6.7414 -4.1572 4.8612
H 4.5068 -4.1816 -3.3965
S 1.5866 4.8109 0.2232
H -4.8343 5.2758 3.6473
H -9.9643 1.1320 3.8664
C -3.7111 3.0928 0.9113
F 6.5397 1.2097 -5.8526
H 3.2987 -1.6079 2.0234
C 5.4153 -1.3350 1.6851
F 4.5824 0.4511 -5.2676
H -2.2614 1.4226 3.5115
C 1.0308 0.1441 -0.1034
H -4.7899 1.3624 4.2960
H -0.3125 2.3027 2.2320
C 6.3388 -4.9175 1.2844
H 3.7600 4.6942 -3.9556
C -1.2689 3.0173 2.2131
C 5.9926 -3.4920 0.8561
H -3.5235 4.8862 4.9481
H 0.9660 -3.9613 -1.6934
O -1.0641 -1.0676 -0.5132
H 2.8810 5.0962 -2.4667
H 6.1159 -3.4842 -3.5227
H -0.5437 -3.4546 -0.9387
H -4.1695 1.0566 -0.0509
C -2.1645 2.6124 3.5247
C -7.7634 -2.0197 5.2486
C 5.7198 1.0252 -4.7794
O 0.9338 -1.9859 -1.1715
C 4.8075 -2.9574 -5.1596
C 0.1587 -1.0027 -0.6128
N -0.7325 4.4316 2.2111
F 6.3186 0.0782 -4.0012
C -3.8910 4.6728 0.3926
H -10.1182 -1.3111 4.4976
O 5.3198 -4.0025 -6.0010
H 0.4544 -2.5680 -3.7163
F 4.5615 -7.3290 -7.0786
C -9.0644 0.5391 4.0515
F -5.9050 -2.9514 6.4748
O 4.3795 2.1523 -3.1607
F 1.6784 -0.1788 1.0531
H 5.5944 -0.7873 2.6165
C 0.3381 4.5306 1.3569
C 5.1489 -6.0998 -7.1233
H -3.8615 2.3703 5.6741
H -5.5470 2.9962 4.8652
H -3.3728 5.4482 1.0989
O 5.7096 -2.7156 1.9501
H -1.0870 -2.1028 -3.0098
H -8.7310 0.7265 5.0770
F 0.3212 1.2774 0.1616
C -4.5198 2.4494 4.7003
H 4.9529 3.7504 -1.9311
C -3.7649 4.8048 3.7847
H -9.6926 -1.0902 2.8018
H 4.7394 -2.4546 -3.0581
H -5.0136 4.9100 0.1408
C 0.2348 -3.1473 -1.6462
C -2.1429 2.6173 0.8864
C -0.3332 -2.8961 -3.0307
F 6.3110 -5.8068 0.2518
H -5.6377 2.2346 -0.1967
```



Here is a cluster of 3 separate species, C3H14N2O2 in total from OMol25. Energies are from wB97M-V/def2-TZVPD.

Its SMILES is NCCCN.O.O. As for the relative energy (zero: lowest compared OMol25 entry of this formula, charge and spin): 23.8 kcal per mole. The HOMO-LUMO gap comes out at 10.08 eV. Its charge is 0.

```
21
C3H14N2O2 wB97M-V/def2-TZVPD
H 0.1705 -0.4318 -2.8756
H 0.0975 1.1884 1.7641
C -0.7414 1.3242 1.0652
H -2.1390 0.1760 0.0950
O 3.0067 -1.0911 -1.6792
H 0.4513 0.9411 -2.0435
H -1.9647 -1.8259 0.9161
N -0.3635 2.3210 0.0339
H -1.5752 1.7175 1.6510
H 0.9004 -1.4740 1.4463
N 0.0752 -2.0340 1.2972
O 0.7379 0.3267 -2.7264
H -0.4365 3.2546 0.4256
H -0.4857 -0.1075 -0.5099
C -1.1004 0.0110 0.3709
H 0.6465 2.2744 -0.0987
H 0.3139 -2.5367 0.4428
H 2.4058 -0.7070 -2.3447
H 2.5655 -1.0194 -0.8313
H -1.4306 -1.0801 2.3169
C -1.1340 -1.2275 1.2844
```



| no. | E_tot (eV) |
| --- | --- |
| 1 | -22049.207 |
| 2 | -46315.641 |
| 3 | -69634.354 |
| 4 | -108884.786 |
| 5 | -10412.759 |